18
Properties=species:S:1:pos:R:3 method="wB97M-V/def2-TZVPD" largest_force_ev_per_a=1.74 homo_energy_ev=-7.4 charge=0 relative_energy_ev=1.6965
N 0.7548 -2.0808 1.2015
C 0.0855 0.9508 0.9341
C -1.0302 0.2097 -1.2203
C -0.1789 1.0355 -2.1801
C -0.1729 -0.1375 -0.0150
C -0.1034 -1.4330 0.3517
C 0.8663 0.9749 2.0192
H -1.4198 -0.6983 -1.6820
H -1.9165 0.7595 -0.8839
H 0.6919 -3.0820 1.2939
H 1.5418 0.1648 2.2223
H 0.1680 1.9400 -1.7292
H 0.7157 1.8177 2.6754
H 0.6421 0.4197 -2.5458
H -0.7477 1.3475 -3.0510
H -0.7678 -2.1951 -0.0387
H -0.5334 1.8208 0.7299
H 1.4048 -1.8143 1.9181

18
Properties=species:S:1:pos:R:3 method="wB97M-V/def2-TZVPD" largest_force_ev_per_a=1.13 homo_energy_ev=-10.3 smiles="C=C[C@H](C#N)CC.[H][H]" charge=0 relative_energy_ev=1.7678
N -1.0081 -1.9019 -1.5170
C -0.1566 -0.4132 0.4753
C -2.1873 1.1243 0.4437
C -0.6348 -1.2562 -0.6324
C 2.1155 -1.4991 0.1941
C -0.6703 1.0320 0.3108
C 1.3487 -0.5074 0.6334
H -2.6931 0.5352 -0.3293
H 1.7908 0.3094 1.2025
H -0.1899 1.6458 1.0833
H 3.1844 -1.5109 0.3868
H -0.3428 1.4263 -0.6581
H 1.7067 -2.3308 -0.3757
H 1.5957 0.8791 -2.4515
H -0.6087 -0.8180 1.3933
H -2.5150 0.7494 1.4209
H -2.5250 2.1608 0.3526
H 1.7898 0.3752 -1.9327

18
Properties=species:S:1:pos:R:3 method="wB97M-V/def2-TZVPD" largest_force_ev_per_a=3.06 homo_energy_ev=-8.4 smiles="C=N/C=C/CCC" charge=0 relative_energy_ev=2.9937
N -1.0059 2.4821 -1.0450
C -0.4848 0.7242 0.5648
C -0.1891 1.4950 -0.5107
C 0.6758 0.0464 1.2604
C 0.6442 -1.4603 1.4133
C -1.1054 2.6068 -2.3100
C 0.2034 -2.2793 0.1134
H -1.5537 3.5479 -2.6892
H 1.0215 0.4512 2.2188
H -1.3249 0.0736 0.8059
H 0.8595 -2.2503 -0.7769
H 0.8595 1.5921 -0.8280
H -0.7184 -1.9131 -0.3513
H -1.0907 1.6760 -2.8989
H 1.5645 0.2875 0.5927
H 1.5245 -1.9425 1.8500
H 0.1894 -3.3152 0.4390
H -0.0693 -1.8222 2.1518

18
Properties=species:S:1:pos:R:3 method="wB97M-V/def2-TZVPD" largest_force_ev_per_a=1.90 homo_energy_ev=-8.0 smiles="C/C=C/C/C=C/N" charge=0 relative_energy_ev=1.6224
N 3.0890 0.7992 0.0577
C -2.9111 -0.0264 1.5297
C 1.2165 -0.1735 -1.0569
C -1.1519 -0.0102 -0.2309
C 1.7063 0.5496 -0.0458
C -0.2029 -0.6403 -1.2364
C -1.7860 -0.6884 0.7258
H -3.6623 0.4121 0.8745
H 1.1961 0.9618 0.8190
H -1.0707 1.0743 -0.2869
H 3.4134 1.2371 0.8995
H -1.7048 -1.7708 0.7470
H 1.9593 -0.4340 -1.8031
H -3.2509 -0.7507 2.2640
H -0.1927 -1.7382 -1.1873
H 3.5472 1.1860 -0.7527
H -0.6223 -0.5091 -2.2401
H -2.4879 0.7986 2.1229

19
Properties=species:S:1:pos:R:3 method="wB97M-V/def2-TZVPD" largest_force_ev_per_a=5.74 homo_energy_ev="-11.8 / -11.8" charge=+1 relative_energy_ev=5.6670
N -2.9912 1.1169 0.4627
N 1.2248 1.4066 -0.7256
C 2.0730 -0.3657 0.7508
C -0.3162 -0.8593 -0.7290
C -1.3523 -0.8811 0.5074
C -1.7846 -0.6223 -1.0442
C 1.5585 0.1635 -0.6307
C -2.1560 0.1847 0.1265
H 1.7382 0.4648 1.4454
H 1.5965 -1.2865 1.0706
H -2.5269 -1.3150 -1.5297
H -0.1574 -1.9291 -1.0704
H -3.3258 1.4663 1.4081
H -3.4772 1.6156 -0.2655
H 0.9498 1.9383 -1.5538
H -1.4574 -1.6630 1.2042
H 3.1959 -0.6164 0.7693
H 0.9114 2.0938 -0.0436
H 1.9777 -0.2824 -1.5155

19
Properties=species:S:1:pos:R:3 method="wB97M-V/def2-TZVPD" largest_force_ev_per_a=5.71 homo_energy_ev="-12.1 / -12.1" charge=+1 relative_energy_ev=5.8853
N 1.7683 1.3011 -2.1652
N 1.1364 2.0737 -1.6981
C 2.7600 0.3341 -2.3946
C -0.0813 0.4813 0.9785
C 0.1981 1.6517 0.3954
C -1.2664 -0.3084 0.8314
C -1.5069 -1.3981 1.8458
C -2.2774 0.0178 0.0036
H 0.8055 0.1552 1.6672
H -0.5816 -1.6436 2.1881
H -3.2097 -0.6721 0.0274
H -2.1364 0.8397 -0.6638
H 2.9572 -0.2152 -1.5724
H -0.6221 1.9467 -0.2112
H -2.0964 -1.0114 2.5338
H 2.3001 -0.2545 -3.2946
H -2.0783 -2.2293 1.4931
H 3.7185 0.9125 -2.6602
H 1.1299 2.2288 0.7426

19
Properties=species:S:1:pos:R:3 method="wB97M-V/def2-TZVPD" largest_force_ev_per_a=3.70 homo_energy_ev=-14.0 charge=+1 relative_energy_ev=4.8203
N 1.7183 1.1802 0.1082
N 2.7041 -1.0320 -0.1544
C -0.6016 1.6082 0.7681
C 0.4306 0.8725 0.1112
C -2.6911 0.3242 0.6288
C -1.7452 1.3407 1.1112
C -1.6486 -0.6656 -0.0278
C -0.3732 -0.1019 -0.7388
H 0.2881 -0.9261 -0.9593
H -0.7401 0.3801 -1.6666
H -3.4228 -0.0340 1.3460
H 3.7264 -0.8708 -0.3285
H 1.9291 2.1750 0.4330
H 2.2743 -1.6605 -0.8178
H -3.0330 0.9427 -0.1429
H -2.1444 -1.1190 -0.9442
H 2.5046 -1.4318 0.7694
H 2.3199 0.3912 -0.2888
H -1.4955 -1.3733 0.7932

19
Properties=species:S:1:pos:R:3 method="wB97M-V/def2-TZVPD" largest_force_ev_per_a=3.11 homo_energy_ev=-12.6 smiles="NC(=[NH2+])CC1=CCC1" charge=+1 relative_energy_ev=1.9044
N 0.5557 -1.4163 -1.9435
N 2.5487 -1.2977 -0.7978
C -0.5991 0.3021 0.8051
C 1.2445 -1.2053 -0.8509
C -1.8791 1.9309 1.0619
C 0.4587 -0.8591 0.4873
C -0.9517 1.4652 -0.0852
C -1.4216 0.7312 1.8296
H -0.1283 2.1423 -0.3058
H -1.6123 2.8860 1.5096
H 3.0533 -1.0997 0.0529
H -2.9400 1.9330 0.8145
H -1.4773 1.2232 -1.0080
H 3.0947 -1.5758 -1.6021
H -0.4486 -1.3213 -1.9373
H -1.6336 0.3557 2.8106
H 0.9912 -1.6677 -2.8210
H 1.2213 -0.7389 1.2605
H -0.0762 -1.7877 0.7196

19
Properties=species:S:1:pos:R:3 method="wB97M-V/def2-TZVPD" largest_force_ev_per_a=3.80 homo_energy_ev="-11.5 / -15.3" multiplicity=3 charge=+1 relative_energy_ev=0.9015
N 2.4259 -0.1257 -0.0630
N 0.3476 0.8286 0.0507
C 1.7947 -1.1967 -0.2106
C -0.5440 1.9557 0.0593
C -0.1575 -0.5164 -0.0427
C -0.5935 -1.1211 1.2672
C 1.6402 0.9736 0.0366
C -1.0071 -0.7922 -1.2455
H -0.5756 -0.3507 -2.1380
H 2.1424 -2.2035 -0.2786
H -1.6388 -0.8834 1.4707
H -1.2419 1.8650 -0.7739
H 0.0152 -0.7637 2.0944
H -2.0195 -0.4098 -1.1087
H 2.1082 1.9455 0.1037
H -0.5123 -2.2039 1.2271
H -1.0851 -1.8659 -1.3978
H -1.1171 1.9814 0.9907
H 0.0182 2.8832 -0.0416

20
Properties=species:S:1:pos:R:3 method="wB97M-V/def2-TZVPD" largest_force_ev_per_a=6.99 homo_energy_ev=-12.6 charge=+1 relative_energy_ev=4.3244
O 1.8563 -2.6058 -0.2088
N 1.5370 -0.3988 -1.0057
N -0.6497 0.9159 1.1961
C -1.7330 1.0446 2.1380
C -0.0521 1.8550 0.5453
C 1.4312 0.8801 -1.3589
C 1.2178 -1.6227 -0.8179
C -0.6400 -2.3350 -1.4235
C 0.8497 1.8388 -0.5377
H -2.5922 0.5700 1.7141
H -0.7689 -1.6142 -2.2910
H 0.9818 2.8952 -0.8659
H -0.3735 -3.2515 -1.7043
H 2.7126 -2.3006 0.0907
H -1.3219 -2.1787 -0.5597
H -2.1079 2.0746 2.3757
H -1.3895 0.4903 3.1149
H -0.3624 -0.0498 1.1327
H -0.3550 2.9049 0.8957
H 1.7598 0.8877 -2.4298

20
Properties=species:S:1:pos:R:3 method="wB97M-V/def2-TZVPD" largest_force_ev_per_a=3.86 homo_energy_ev=-14.2 charge=+1 relative_energy_ev=4.2532
O -3.5785 0.0619 -0.3941
N 1.0829 -0.9214 -0.0377
N -0.3256 0.7837 1.4074
C 0.8857 0.2734 -0.6862
C 0.3420 -2.0563 -0.4741
C -2.5531 -0.3896 -0.4839
C -0.1214 1.0745 0.2039
C -0.7847 2.2001 -0.3468
C 1.6111 -0.9532 1.1303
H 0.4997 -2.0569 -1.5801
H 0.0609 0.0256 1.8546
H -0.8110 -1.7547 -0.3769
H 0.1352 2.8721 -0.5182
H 0.4323 0.3039 -1.6473
H -1.5933 2.5421 0.2947
H 0.3511 -2.9051 0.2819
H 1.9495 -1.8808 1.5414
H 1.6742 0.9848 -0.4466
H 2.0141 -0.1367 1.6522
H -1.2710 1.9326 -1.3746

21
Properties=species:S:1:pos:R:3 method="wB97M-V/def2-TZVPD" largest_force_ev_per_a=5.24 homo_energy_ev="-11.1 / -11.4" charge=+1 relative_energy_ev=4.9279
O 2.3188 1.1816 0.1885
O 1.5485 -0.9232 0.1201
N -0.7479 -1.3029 0.3216
N -1.5963 0.9630 -0.5882
C -2.1694 -1.1338 0.4242
C 2.5322 0.0236 -0.0259
C -2.7042 0.2495 0.2667
C 0.3184 -0.3918 0.3676
C 3.9105 -0.5490 -0.2416
C -0.2647 1.0205 0.1560
H -1.4527 0.2836 -1.4581
H -2.7345 -1.9641 0.0556
H 4.7202 0.2470 -0.4779
H 0.3421 1.4502 -0.6648
H 4.2210 -0.8814 0.7005
H -0.2649 1.4804 1.1209
H -2.7607 0.7359 1.3284
H -3.6695 0.4087 -0.2539
H -1.8065 1.9058 -0.9495
H -0.5791 -2.3512 0.5940
H 4.1051 -1.4662 -0.9201

no.,calculated total energy (eV)
1,-7888.8349
2,-7888.7635
3,-7887.5377
4,-7888.9090
5,-9369.0676
6,-9368.8493
7,-9369.9142
8,-9372.8302
9,-9369.2563
10,-11417.8423
11,-11417.9136
12,-13465.2054